(i)
The following is a DFT calculation (ωB97M-V/def2-TZVPD) of an isolated molecule of C4H7FS.

Values from the calculation:
HOMO energy	-0.33058	Ha
M	106.165	g mol⁻¹
SMILES	CC(C)(F)C=S
2S+1	1
LUMO level	-0.396	eV

XYZ file:
```
13
C4H7FS (ωB97M-V/def2-TZVPD)
C -0.07 1.44 -0.10
C 0.07 -0.09 -0.31
C 0.91 -0.79 0.70
F 0.79 -0.33 -1.49
C -1.22 -0.77 -0.48
S -2.67 -0.17 -0.22
H -0.42 1.96 -1.00
H 0.90 1.79 0.16
H -0.77 1.61 0.71
H 0.71 -0.63 1.72
H 0.97 -1.86 0.57
H 1.92 -0.42 0.62
H -1.13 -1.74 -0.88
```

(ii)
The following is a DFT calculation (ωB97M-V/def2-TZVPD) of a structure of composition C4H7FS.

Values from the calculation:
HOMO energy	-0.29357	Ha
M	106.165	g mol⁻¹
2S+1	1
LUMO level	0.547	eV

XYZ file:
```
13
C4H7FS (ωB97M-V/def2-TZVPD)
C -1.50 0.75 0.45
C -1.44 -0.43 -0.43
C 1.26 -0.38 -0.48
C 2.39 -0.42 0.42
H -2.05 1.52 -0.14
H -0.58 1.24 0.27
H -1.76 0.70 1.58
H -1.53 -0.07 -1.41
H -2.23 -0.98 -0.17
H 1.15 0.55 -1.52
H 2.89 -1.24 1.52
F 3.45 0.15 -0.15
S -0.04 -1.38 0.07
```

(iii)
The following is a DFT calculation (ωB97M-V/def2-TZVPD) of an isolated molecule of C4H7FS.

Values from the calculation:
HOMO energy	-0.33165	Ha
M	106.165	g mol⁻¹
SMILES	C[C@H](S)/C=C/F
2S+1	1
LUMO level	0.921	eV

XYZ file:
```
13
C4H7FS (ωB97M-V/def2-TZVPD)
C 1.03 -0.55 0.83
C -0.48 -0.54 0.57
S -1.05 -2.03 -0.38
C -0.84 0.67 -0.23
C 0.06 1.52 -0.79
F -0.42 2.45 -1.58
H 1.18 0.41 1.36
H 1.17 -1.47 1.37
H 1.64 -0.55 -0.02
H -1.00 -0.53 1.49
H -0.50 -1.72 -1.56
H -1.93 0.79 -0.43
H 1.14 1.55 -0.61
```

Which is most stable? The ranking, best first, is (i), (iii), (ii).

(i)
The following is a DFT calculation (ωB97M-V/def2-TZVPD) of a cluster of 2 separate species, C2H10N3O in total.

Values from the calculation:
HOMO energy	-0.53791	Ha
M	92.122	g mol⁻¹
charge	+1
2S+1	1
LUMO level	-2.872	eV

XYZ file:
```
16
C2H10N3O (ωB97M-V/def2-TZVPD)
C 0.27 -2.58 -0.24
N -0.18 -1.34 -0.88
C -0.20 -0.19 -0.23
N -0.59 0.91 -0.91
N 0.09 -0.07 1.05
H 0.70 -3.22 -1.01
H -0.53 -3.13 0.25
H 1.04 -2.37 0.50
H -0.25 -1.34 -1.89
H -0.34 0.91 -1.89
H -0.51 1.76 -0.37
H 0.03 0.85 1.43
H 0.07 -0.79 1.77
H 0.76 3.64 0.37
H -0.45 3.80 1.27
O 0.09 3.14 0.79
```

(ii)
The following is a DFT calculation (ωB97M-V/def2-TZVPD) of a cluster of 2 separate species, C2H10N3O in total.

Values from the calculation:
HOMO energy	-0.52669	Ha
M	92.122	g mol⁻¹
charge	+1
2S+1	1
LUMO level	-3.341	eV

XYZ file:
```
16
C2H10N3O (ωB97M-V/def2-TZVPD)
C -1.13 -0.67 -0.24
N 0.07 -1.27 -0.50
N -1.26 0.36 0.64
N -2.23 -1.27 -0.83
C -0.20 1.08 1.37
H 0.88 -0.91 0.00
H 0.06 -2.24 -0.83
H -2.22 0.65 0.85
H -3.11 -1.04 -0.36
H -2.22 -1.91 -1.63
H 0.37 0.45 2.07
H -0.69 1.89 1.94
H 0.51 1.53 0.65
O 4.01 0.92 -0.86
H 3.80 1.88 -0.80
H 3.36 0.55 -1.49
```

Which is most stable? The ranking, best first, is (i), (ii).

(i)
The following is a DFT calculation (ωB97M-V/def2-TZVPD) of a cluster of 2 separate species, CH2F3NOS in total.

Values from the calculation:
HOMO energy (spin up / spin down)	-0.31742 / -0.30743	Ha
M	133.094	g mol⁻¹
2S+1	1
LUMO level (spin up / spin down)	-0.594 / 0.289	eV

XYZ file:
```
9
CH2F3NOS (ωB97M-V/def2-TZVPD)
C 1.06 0.73 0.86
N -1.30 -0.99 -1.22
O -0.90 -0.16 1.25
F 0.87 0.59 -0.44
F 1.46 1.96 1.20
F 1.93 -0.10 1.39
S -1.67 0.07 0.02
H -0.50 -1.63 -0.94
H -0.94 -0.47 -2.12
```

(ii)
The following is a DFT calculation (ωB97M-V/def2-TZVPD) of a structure of composition CH2F3NOS.

Values from the calculation:
HOMO energy	-0.43054	Ha
M	133.094	g mol⁻¹
2S+1	1
LUMO level	-1.317	eV

XYZ file:
```
9
CH2F3NOS (ωB97M-V/def2-TZVPD)
C -1.12 0.39 -0.10
N 0.87 -1.44 0.26
O 1.33 0.58 -1.31
F -1.60 -0.07 1.04
F -1.68 -0.29 -1.11
F 1.03 1.30 1.49
S 0.71 -0.03 -0.18
H -1.27 1.47 -0.21
H 1.74 -1.92 0.10
```

(iii)
The following is a DFT calculation (ωB97M-V/def2-TZVPD) of an isolated molecule of CH2F3NOS.

Values from the calculation:
HOMO energy	-0.40738	Ha
M	133.094	g mol⁻¹
SMILES	N=[S@](=O)(F)C(F)F
2S+1	1
LUMO level	0.485	eV

XYZ file:
```
9
CH2F3NOS (ωB97M-V/def2-TZVPD)
N -1.33 -0.66 0.41
S -0.39 0.16 -0.48
O -0.50 1.67 -0.55
F -0.18 -0.50 -1.95
C 1.38 -0.31 0.09
F 1.34 -1.61 0.24
F 1.70 0.22 1.26
H -1.80 -0.02 1.01
H 2.10 -0.12 -0.71
```

Which is most stable? The ranking, best first, is (iii), (ii), (i).

(i)
The following is a DFT calculation (ωB97M-V/def2-TZVPD) of a cluster of 2 separate species, C4H16N3O in total.

Values from the calculation:
HOMO energy	-0.47399	Ha
M	122.192	g mol⁻¹
charge	+1
2S+1	1
LUMO level	-3.728	eV

XYZ file:
```
24
C4H16N3O (ωB97M-V/def2-TZVPD)
C 2.60 -0.50 0.10
N 2.26 0.25 1.29
C 1.94 -0.62 2.43
O 2.11 0.05 3.64
H 3.60 -0.93 0.17
H 2.54 0.12 -0.80
H 1.95 -1.37 -0.08
H 1.47 0.88 1.16
H 0.88 -0.90 2.40
H 2.52 -1.54 2.31
H 3.05 0.26 3.70
C -2.45 0.97 -1.52
N -3.86 0.69 -1.38
C -1.73 -0.35 -1.30
N -0.26 -0.11 -1.04
H -1.98 1.74 -0.88
H -2.36 1.36 -2.54
H -4.15 0.54 -0.42
H -4.47 1.44 -1.68
H -1.80 -1.02 -2.16
H -2.15 -0.85 -0.43
H 0.31 -0.96 -1.12
H 0.14 0.55 -1.71
H -0.14 0.29 -0.11
```

(ii)
The following is a DFT calculation (ωB97M-V/def2-TZVPD) of a cluster of 2 separate species, C4H16N3O in total.

Values from the calculation:
HOMO energy	-0.44689	Ha
M	122.192	g mol⁻¹
charge	+1
2S+1	1
LUMO level	-3.085	eV

XYZ file:
```
24
C4H16N3O (ωB97M-V/def2-TZVPD)
N 0.74 -0.52 1.38
C 0.25 0.23 0.20
C 0.64 -0.41 -1.17
C -0.50 -1.12 -1.89
N -1.31 -1.84 -0.97
C 0.94 1.64 0.29
N 2.23 1.60 0.99
H 1.48 -0.05 1.90
H -0.02 -0.69 2.11
H 1.08 -1.47 1.30
H -0.81 0.49 0.40
H 1.47 -1.07 -1.03
H 1.17 0.39 -1.72
H -0.12 -1.80 -2.65
H -1.21 -0.49 -2.48
H -2.18 -1.55 -0.58
H -1.08 -2.80 -0.87
H 1.18 1.89 -0.75
H 0.19 2.39 0.52
H 2.35 2.49 1.49
H 2.93 1.20 0.39
H -3.27 0.99 0.46
H -3.20 0.33 1.79
O -2.93 0.18 0.88
```

Which is most stable? The ranking, best first, is (ii), (i).

(i)
The following is a DFT calculation (ωB97M-V/def2-TZVPD) of a structure of composition CH5N3S.

Values from the calculation:
HOMO energy	-0.30652	Ha
M	91.139	g mol⁻¹
2S+1	1
LUMO level	-0.280	eV

XYZ file:
```
10
CH5N3S (ωB97M-V/def2-TZVPD)
C 0.07 -0.88 -0.26
H -2.94 0.03 -0.08
H -1.78 0.84 0.58
H 0.58 -1.58 0.47
H 0.68 1.27 -0.44
H 3.10 1.14 0.47
N -1.93 0.24 -0.36
N -1.18 -0.94 -0.06
N 0.89 0.21 -0.09
S 2.49 -0.34 -0.23
```

(ii)
The following is a DFT calculation (ωB97M-V/def2-TZVPD) of a structure of composition CH5N3S.

Values from the calculation:
HOMO energy	-0.31013	Ha
M	91.139	g mol⁻¹
2S+1	1
LUMO level	0.508	eV

XYZ file:
```
10
CH5N3S (ωB97M-V/def2-TZVPD)
C -0.51 -0.25 0.06
H -3.05 -0.74 -1.79
H -2.57 0.85 -1.56
H -0.77 0.70 0.68
H 1.23 -1.34 -0.06
H 2.14 0.97 1.95
N -2.73 -0.28 -0.95
N -1.45 -0.82 -0.65
N 0.78 -0.56 0.39
S 1.87 0.79 0.56
```

Which is most stable? The ranking, best first, is (ii), (i).